Entry 1:
Entry from the Open Molecules 2025 dataset: C3H11O3 as an isolated structure at a distorted geometry (wB97M-V/def2-TZVPD).

Computed properties:
Kohn-Sham gap (eV): 7.9869
Highest occupied orbital energy (eV): -3.8907
LUMO level (Ha): 0.15054

ORCA input file:
```
! RIJCOSX wB97M-V def2-TZVPD def2/J DEFGRID3
* xyz -1 1
C -0.71 0.66 0.30
O -1.18 -0.03 -0.77
C 0.78 0.67 0.73
C 1.77 1.66 0.08
H -1.03 1.79 0.30
H -1.33 0.33 1.13
H 0.63 0.71 1.89
H 1.22 -0.34 0.62
H 2.43 1.13 -0.61
H 1.17 2.42 -0.52
H 2.35 2.12 0.95
H -2.91 -1.62 0.58
H -1.75 -1.11 -0.48
O -2.42 -1.96 -0.14
H 0.45 -1.40 -0.99
H -0.13 -2.75 -1.62
O 0.66 -2.29 -1.45
*
```



Entry 2:
Entry from the Open Molecules 2025 dataset: a 3-piece molecular cluster, C3H11O3 overall at a distorted geometry (wB97M-V/def2-TZVPD).

Computed properties:
Kohn-Sham gap (eV): 7.7740
Highest occupied orbital energy (eV): -3.7080
LUMO level (Ha): 0.14943

ORCA input file:
```
! RIJCOSX wB97M-V def2-TZVPD def2/J DEFGRID3
* xyz -1 1
C -0.14 0.08 -0.43
O 1.00 0.14 0.33
C -1.31 -0.54 0.35
C -2.62 0.25 0.03
H -0.41 1.13 -0.71
H -0.22 -0.47 -1.40
H -1.55 -1.55 0.02
H -1.35 -0.51 1.45
H -2.56 0.67 -0.98
H -3.51 -0.40 -0.12
H -2.93 0.97 0.79
H 3.10 -0.51 1.73
H 2.01 0.45 1.53
O 2.76 0.29 2.18
H 2.19 0.37 -0.98
H 2.82 -0.66 -1.94
O 2.72 0.29 -1.84
*
```



Entry 3:
Entry from the Open Molecules 2025 dataset: a 3-piece molecular cluster, C3H11O4 overall at a distorted geometry (wB97M-V/def2-TZVPD).

Computed properties:
Kohn-Sham gap (eV): 8.3015
Highest occupied orbital energy (eV): -4.2723
LUMO level (Ha): 0.14807

ORCA input file:
```
! RIJCOSX wB97M-V def2-TZVPD def2/J DEFGRID3
* xyz -1 1
C 0.33 -1.44 0.24
C -0.05 -1.85 -1.18
O -0.33 -0.71 -2.01
C -0.48 -0.27 0.80
O -0.06 0.94 0.21
H 1.39 -1.27 0.42
H 0.12 -2.19 0.96
H 0.83 -2.35 -1.62
H -0.95 -2.49 -1.18
H -0.22 0.09 -1.44
H -1.53 -0.42 0.51
H -0.36 -0.29 1.89
H -0.94 2.35 -0.12
H -1.69 2.63 -1.40
O -1.57 3.02 -0.53
H 1.50 1.29 0.76
H 1.79 1.65 2.25
O 2.22 1.31 1.45
*
```



Entry 4:
Entry from the Open Molecules 2025 dataset: a 3-piece molecular cluster, C3H11O4 overall at a distorted geometry (wB97M-V/def2-TZVPD).

Computed properties:
Kohn-Sham gap (eV): 9.0423
Highest occupied orbital energy (eV): -5.0353
LUMO level (Ha): 0.14725

ORCA input file:
```
! RIJCOSX wB97M-V def2-TZVPD def2/J DEFGRID3
* xyz -1 1
C -0.03 -1.11 -1.21
O -1.45 -0.69 -0.98
C 0.60 -1.88 0.07
C 0.37 -1.20 1.40
O 0.96 0.10 1.46
H 0.03 -1.83 -2.05
H 0.51 -0.19 -1.45
H 1.66 -2.18 0.05
H -0.01 -2.80 0.17
H -0.68 -1.14 1.73
H 0.89 -1.88 2.10
H 0.31 0.68 0.94
H -1.32 0.26 -0.69
H -1.48 1.59 0.93
O -0.84 1.65 0.10
H 0.66 4.16 -0.73
H -0.24 2.86 -0.60
O 0.05 3.59 -1.24
*
```



Entry 5:
Entry from the Open Molecules 2025 dataset: one molecule with the formula C3H11OPSi at a distorted geometry (wB97M-V/def2-TZVPD).

Computed properties:
Kohn-Sham gap (eV): 9.2576
SMILES: C[Si](C)(C)PO
Highest occupied orbital energy (eV): -8.5595
LUMO level (Ha): 0.02566

ORCA input file:
```
! RIJCOSX wB97M-V def2-TZVPD def2/J DEFGRID3
* xyz 0 1
C 1.65 0.44 0.36
Si -0.15 -0.09 0.16
C -1.14 0.48 1.61
C -0.51 -2.00 -0.17
P -1.02 0.90 -1.76
O 0.28 0.54 -2.72
H 2.12 0.70 -0.69
H 1.68 1.38 1.03
H 2.39 -0.21 0.69
H -0.57 0.77 2.55
H -1.80 1.34 1.39
H -1.70 -0.35 1.90
H -1.56 -2.05 -0.57
H 0.29 -2.39 -0.71
H -0.54 -2.33 0.88
H -0.59 2.25 -1.64
H 1.15 0.62 -2.31
*
```



Entry 6:
Entry from the Open Molecules 2025 dataset: C3H12AlN6O3 as an isolated structure at a distorted geometry (wB97M-V/def2-TZVPD).

Computed properties:
Kohn-Sham gap (eV): 6.8586
Highest occupied orbital energy (eV): -20.8206
LUMO level (Ha): -0.51310

ORCA input file:
```
! RIJCOSX wB97M-V def2-TZVPD def2/J DEFGRID3
* xyz 3 1
Al -0.38 -0.79 -1.25
C 1.91 0.57 -1.36
O 0.96 0.06 -1.89
N 2.28 1.81 -1.29
N 2.71 -0.18 -0.67
H 2.16 2.47 -2.04
H 2.99 2.06 -0.61
H 2.47 -1.15 -0.52
H 3.69 0.06 -0.75
C 0.67 0.82 0.72
O 0.25 0.10 -0.09
N 0.89 1.99 0.33
N 0.63 0.56 1.99
H 0.69 2.21 -0.64
H 1.13 2.70 1.00
H 0.65 -0.44 2.13
H 0.98 1.07 2.79
C -2.77 -1.43 -0.02
O -1.82 -0.84 -0.49
N -3.60 -1.01 0.92
N -3.02 -2.61 -0.34
H -3.46 -0.05 1.22
H -4.04 -1.76 1.43
H -3.50 -3.08 0.41
H -2.44 -3.14 -0.98
*
```



Entry 7:
Entry from the Open Molecules 2025 dataset: a 2-piece molecular cluster, C3H12ClN2PSSi overall at a distorted geometry (wB97M-V/def2-TZVPD).

Computed properties:
Kohn-Sham gap (spin up / spin down) (eV): 8.9680 / 8.9675
SMILES: [H]/N=N\P(Cl)[Si](C)(C)C.S
Highest occupied orbital energy (spin up / spin down) (eV): -8.9276 / -8.9274
LUMO level (spin up / spin down) (Ha): 0.00149 / 0.00147

ORCA input file:
```
! RIJCOSX wB97M-V def2-TZVPD def2/J DEFGRID3
* xyz 0 1
H 2.66 0.46 -0.34
N 1.99 1.02 -0.90
N 1.08 0.26 -1.36
P 0.88 -1.36 -1.27
Cl 2.61 -1.93 -0.36
Si -0.61 -1.16 0.61
C 0.08 -2.57 1.75
C -2.18 -1.47 -0.40
C -0.52 0.69 1.43
H 1.01 -2.25 2.08
H -0.47 -2.65 2.70
H 0.35 -3.55 1.24
H -2.24 -2.41 -1.05
H -3.02 -1.47 0.34
H -2.30 -0.54 -1.07
H 0.38 0.63 2.02
H -0.22 1.40 0.68
H -1.41 0.95 1.92
S 2.59 3.60 -3.35
H 2.93 2.37 -3.74
H 1.62 3.19 -2.55
*
```



Entry 8:
Entry from the Open Molecules 2025 dataset: C3H12F4N2O11S4Ti as an isolated structure at a distorted geometry (wB97M-V/def2-TZVPD).

Computed properties:
Kohn-Sham gap (spin up / spin down) (eV): 6.8409 / 7.8054
Highest occupied orbital energy (spin up / spin down) (eV): -6.1762 / -7.5917
LUMO level (spin up / spin down) (Ha): 0.02443 / 0.00785

ORCA input file:
```
! RIJCOSX wB97M-V def2-TZVPD def2/J DEFGRID3
* xyz -1 4
Ti 0.35 0.56 0.46
N 3.89 0.09 0.27
S 5.38 0.52 0.43
O 5.84 1.60 -0.46
O 6.32 -0.41 0.95
F 5.08 1.37 1.76
S 4.27 -1.10 -0.96
O 4.22 -2.44 -0.34
O 5.08 -0.82 -2.07
F 2.79 -1.07 -1.62
N -2.50 -1.63 0.41
S -4.13 -1.32 0.70
O -4.68 -1.26 2.05
O -5.00 -1.90 -0.28
F -4.18 0.29 0.27
S -2.49 -3.12 0.70
O -2.93 -3.94 -0.45
O -2.75 -3.55 2.06
F -0.88 -3.33 0.67
C -1.40 4.09 -1.74
O -0.70 3.75 -0.57
H -1.03 4.99 -2.22
H -1.29 3.33 -2.52
H -2.43 4.23 -1.42
H -0.43 4.53 -0.08
C -3.50 -0.19 -4.16
O -2.19 -0.54 -3.65
H -3.93 0.63 -3.60
H -3.40 0.28 -5.14
H -4.16 -1.04 -4.35
H -2.32 -0.74 -2.72
C 2.16 -0.49 4.93
O 1.57 0.20 3.84
H 1.66 -0.37 5.89
H 2.42 -1.54 4.82
H 3.08 0.09 5.06
H 2.18 0.24 3.10
*
```



Entry 9:
Entry from the Open Molecules 2025 dataset: a 2-piece molecular cluster, C3H12N overall at a distorted geometry (wB97M-V/def2-TZVPD).

Computed properties:
Kohn-Sham gap (eV): 7.8588
Highest occupied orbital energy (eV): -12.6530
LUMO level (Ha): -0.17619

ORCA input file:
```
! RIJCOSX wB97M-V def2-TZVPD def2/J DEFGRID3
* xyz 1 1
N 3.19 3.92 4.08
H 4.01 4.39 4.48
H 3.21 2.92 4.28
H 2.28 4.33 4.30
H 3.27 4.05 3.06
C -0.09 -1.43 -1.60
C -1.48 -1.96 -1.21
C -2.49 -1.64 -2.31
H 0.49 -2.30 -1.31
H 0.05 -0.50 -1.02
H -0.08 -0.97 -2.60
H -1.80 -1.53 -0.25
H -1.42 -3.03 -0.97
H -2.19 -2.17 -3.22
H -3.57 -1.76 -2.15
H -2.28 -0.59 -2.57
*
```



Entry 10:
Entry from the Open Molecules 2025 dataset: a 2-piece molecular cluster, C3H12N2 overall at a distorted geometry (wB97M-V/def2-TZVPD).

Computed properties:
Kohn-Sham gap (eV): 10.3565
SMILES: CNC.CN
Highest occupied orbital energy (eV): -9.1609
LUMO level (Ha): 0.04394

ORCA input file:
```
! RIJCOSX wB97M-V def2-TZVPD def2/J DEFGRID3
* xyz 0 1
C -2.80 -2.91 -1.05
N -2.83 -1.63 -0.48
C -4.25 -1.13 -0.19
H -3.17 -2.90 -2.05
H -1.76 -3.13 -1.00
H -3.53 -3.77 -0.79
H -2.43 -1.88 0.34
H -4.05 -0.28 0.48
H -4.94 -1.86 0.28
H -4.59 -0.76 -1.15
C 5.44 3.06 0.85
N 4.13 2.45 0.94
H 5.86 2.74 -0.12
H 6.28 2.72 1.55
H 5.45 4.17 0.79
H 3.46 3.22 0.71
H 4.00 1.91 0.05
*
```



Entry 11:
Entry from the Open Molecules 2025 dataset: a 2-piece molecular cluster, C3H12N2 overall at a distorted geometry (wB97M-V/def2-TZVPD).

Computed properties:
Kohn-Sham gap (eV): 10.0555
SMILES: CNC.CN
Highest occupied orbital energy (eV): -8.9826
LUMO level (Ha): 0.03943

ORCA input file:
```
! RIJCOSX wB97M-V def2-TZVPD def2/J DEFGRID3
* xyz 0 1
C 2.69 1.57 0.70
N 1.95 0.36 0.90
C 1.19 0.54 2.19
H 2.18 2.49 0.39
H 3.48 1.92 1.38
H 3.22 1.43 -0.29
H 2.56 -0.43 1.09
H 0.52 -0.28 2.42
H 0.64 1.50 2.16
H 1.97 0.81 2.95
C -2.90 -1.50 -1.23
N -2.74 -0.93 -2.56
H -3.60 -2.35 -1.24
H -3.07 -0.80 -0.39
H -1.92 -1.90 -0.81
H -2.65 -1.72 -3.18
H -3.45 -0.22 -2.69
*
```



Entry 12:
Entry from the Open Molecules 2025 dataset: a 2-piece molecular cluster, C3H12N2O overall at a distorted geometry (wB97M-V/def2-TZVPD).

Computed properties:
Kohn-Sham gap (eV): 9.7619
SMILES: CCNCN.O
Highest occupied orbital energy (eV): -8.9311
LUMO level (Ha): 0.03053

ORCA input file:
```
! RIJCOSX wB97M-V def2-TZVPD def2/J DEFGRID3
* xyz 0 1
C 0.08 1.97 -1.49
C 0.76 1.23 -0.28
N -0.36 0.68 0.54
C -1.03 -0.52 -0.02
N -0.19 -1.73 -0.19
H -0.92 2.17 -1.12
H 0.06 1.31 -2.28
H 0.63 2.87 -1.79
H 1.44 0.56 -0.93
H 1.42 1.87 0.24
H -0.23 0.50 1.49
H -1.56 -0.27 -0.97
H -1.98 -0.56 0.71
H 0.32 -1.75 -1.03
H 0.30 -2.25 0.54
O 0.79 -2.08 2.45
H 0.39 -1.27 2.12
H 0.07 -2.75 2.00
*
```



no.,DFT total energy (eV)
1,-9431.68063
2,-9432.01920
3,-11480.24843
4,-11479.97914
5,-22503.17522
6,-24954.57797
7,-46809.06276
8,-106128.13831
9,-4787.94258
10,-6283.69797
11,-6284.12188
12,-8331.21955